#i
{"formula": "C17H22N2O2S", "method": "ωB97M-V/def2-TZVPD", "lumo_energy_ha": 0.0076, "orbital_gap_ev": 8.45, "smiles": "COC(=O)c1ccc(NC(=S)NCCC2=CCCCC2)cc1", "homo_energy_ev": -8.2, "symbols": ["C", "O", "C", "O", "C", "C", "C", "C", "N", "C", "S", "N", "C", "C", "C", "C", "C", "C", "C", "C", "C", "C", "H", "H", "H", "H", "H", "H", "H", "H", "H", "H", "H", "H", "H", "H", "H", "H", "H", "H", "H", "H", "H", "H"], "xyz": [[-5.7931, 2.7287, -2.2988], [-4.8018, 2.3604, -1.3533], [-3.7323, 1.7164, -1.8508], [-3.6072, 1.4589, -3.0243], [-2.7407, 1.3718, -0.8109], [-2.9186, 1.7094, 0.5302], [-1.9564, 1.3824, 1.4594], [-0.7872, 0.7192, 1.0729], [0.1493, 0.4118, 2.0495], [1.5030, 0.2308, 1.9585], [2.2745, -0.4493, 3.2552], [2.1386, 0.6724, 0.8646], [3.5420, 0.4708, 0.6077], [3.7651, -0.1659, -0.7700], [3.0220, -1.4622, -0.9025], [1.9801, -1.6376, -1.7074], [1.2804, -2.9587, -1.6912], [0.9980, -3.3606, -0.2357], [2.2553, -3.2798, 0.6452], [3.4511, -2.6392, -0.0791], [-0.6293, 0.3444, -0.2643], [-1.5958, 0.6730, -1.1900], [-6.5763, 3.2328, -1.7384], [-6.1885, 1.8424, -2.7996], [-5.3697, 3.3960, -3.0527], [-3.8124, 2.2313, 0.8327], [-2.0947, 1.6425, 2.4988], [-0.2036, 0.3068, 2.9920], [1.6103, 1.1690, 0.1623], [3.9214, -0.1761, 1.4013], [4.0684, 1.4310, 0.6607], [3.4351, 0.5274, -1.5479], [4.8369, -0.3346, -0.8946], [1.6184, -0.8601, -2.3654], [1.9191, -3.7196, -2.1508], [0.3473, -2.9184, -2.2541], [0.2301, -2.6912, 0.1588], [0.5862, -4.3704, -0.2164], [2.5489, -4.2758, 0.9788], [2.0380, -2.6938, 1.5387], [4.2115, -2.3608, 0.6502], [3.8919, -3.3830, -0.7510], [0.2234, -0.2446, -0.5657], [-1.4870, 0.3857, -2.2248]]}


#ii
{"formula": "C17H22N2O2S", "method": "ωB97M-V/def2-TZVPD", "lumo_energy_ha": 0.0214, "orbital_gap_ev": 9.26, "smiles": "Cc1cc(C)nc(NS(=O)(=O)c2ccc(CC(C)C)cc2)c1", "homo_energy_ev": -8.7, "symbols": ["C", "C", "C", "C", "C", "N", "C", "N", "S", "O", "O", "C", "C", "C", "C", "C", "C", "C", "C", "C", "C", "C", "H", "H", "H", "H", "H", "H", "H", "H", "H", "H", "H", "H", "H", "H", "H", "H", "H", "H", "H", "H", "H", "H"], "xyz": [[1.3988, 2.7917, -2.0714], [2.0826, 2.0099, -0.9941], [3.1416, 2.5538, -0.2738], [3.7406, 1.8038, 0.7287], [4.8902, 2.3421, 1.5231], [3.3360, 0.5763, 1.0321], [2.3245, 0.0525, 0.3511], [1.9267, -1.2108, 0.7415], [1.0471, -2.2747, -0.2144], [1.4739, -2.2079, -1.5803], [1.1264, -3.5271, 0.4742], [-0.6037, -1.6116, -0.0805], [-1.3332, -1.3539, -1.2236], [-2.6050, -0.8197, -1.1090], [-3.1479, -0.5455, 0.1419], [-4.5014, 0.0853, 0.2729], [-4.3971, 1.5873, 0.5976], [-5.7888, 2.1637, 0.8430], [-3.6988, 2.3404, -0.5308], [-2.3970, -0.8291, 1.2802], [-1.1258, -1.3629, 1.1735], [1.6611, 0.7297, -0.6689], [0.9274, 2.1259, -2.7896], [2.1058, 3.4355, -2.5893], [0.6257, 3.4240, -1.6334], [3.5011, 3.5476, -0.4944], [4.6095, 3.2720, 2.0142], [5.7355, 2.5472, 0.8685], [5.1871, 1.6141, 2.2715], [2.5155, -1.6404, 1.4383], [-0.8902, -1.5707, -2.1834], [-3.1812, -0.6124, -1.9986], [-5.0554, -0.4067, 1.0751], [-5.0624, -0.0375, -0.6550], [-3.8026, 1.7007, 1.5107], [-5.7239, 3.2204, 1.0913], [-6.2820, 1.6492, 1.6646], [-6.4055, 2.0589, -0.0472], [-3.6277, 3.3987, -0.2906], [-2.6936, 1.9556, -0.6873], [-4.2578, 2.2380, -1.4586], [-2.8154, -0.6296, 2.2557], [-0.5328, -1.5899, 2.0448], [0.8566, 0.2534, -1.2019]]}


The least stable of them is #ii.


#i
{"formula": "C3H5NO2S2", "method": "ωB97M-V/def2-TZVPD", "lumo_energy_ha": -0.0277, "orbital_gap_ev": 8.24, "smiles": "C=C=[N+]([O-])O.S=CS", "homo_energy_ev": -9.0, "symbols": ["C", "C", "N", "O", "O", "H", "H", "H", "S", "C", "S", "H", "H"], "xyz": [[-1.8746, 0.1441, 0.6443], [-0.8943, 0.1160, -0.1735], [-0.3395, 0.1339, -1.3029], [-0.0584, -0.8528, -1.9909], [0.2388, 1.3586, -1.6053], [-2.7813, 0.7049, 0.2391], [-1.8571, 0.1730, 1.6907], [1.2476, 1.1312, -1.6035], [2.1837, 0.8491, 0.5319], [1.0907, -0.2624, 1.1294], [1.0304, -1.9495, 0.8970], [0.4241, 0.1726, 1.8118], [1.5898, -1.7189, -0.2683]]}


#ii
{"formula": "C3H5NO2S2", "method": "ωB97M-V/def2-TZVPD", "lumo_energy_ha": -0.0172, "orbital_gap_ev": 8.76, "homo_energy_ev": -9.2, "symbols": ["C", "C", "C", "H", "H", "H", "H", "H", "N", "O", "O", "S", "S"], "xyz": [[0.5172, 1.4384, -0.3734], [1.8361, -0.4326, 0.1529], [-1.0052, -0.6787, 0.9603], [0.0707, 2.6467, 0.2075], [1.1857, 1.9207, -1.3186], [-0.3658, 0.5964, -0.4939], [-0.8096, -0.6139, 1.9636], [-1.5650, -1.2603, -1.2821], [-2.2738, -0.6245, 0.4614], [1.4777, 0.7403, 0.4921], [-2.5004, -0.9882, -0.7460], [3.2186, -1.2308, -0.1044], [0.2138, -1.5135, 0.0807]]}


#iii
{"formula": "C3H5NO2S2", "method": "ωB97M-V/def2-TZVPD", "lumo_energy_ha": -0.0403, "orbital_gap_ev": 7.78, "smiles": "CONC(=S)C(O)=S", "homo_energy_ev": -8.9, "symbols": ["C", "O", "N", "C", "S", "C", "O", "S", "H", "H", "H", "H", "H"], "xyz": [[1.0756, 1.7241, 0.8367], [0.2744, 1.7866, -0.4593], [-0.4393, 0.6500, -0.5443], [-0.0791, -0.5330, -0.5061], [1.5256, -1.2469, -0.5484], [-1.2009, -1.5933, -0.6094], [-0.8883, -2.8420, -0.3290], [-2.6976, -0.9999, -1.0857], [1.7825, 2.5453, 0.8088], [0.4320, 1.8506, 1.9595], [1.6912, 0.6939, 0.7905], [-1.5327, 0.8668, -0.3628], [0.0567, -2.9021, 0.0494]]}


The least stable of them is #i.


#i
{"formula": "C4H6N2O3S2", "method": "ωB97M-V/def2-TZVPD", "lumo_energy_ha": 0.0081, "orbital_gap_ev": 8.28, "homo_energy_ev": -8.1, "symbols": ["C", "C", "C", "C", "N", "N", "O", "O", "O", "S", "S", "H", "H", "H", "H", "H", "H"], "xyz": [[2.5487, -1.1751, 0.2755], [1.2915, -0.8879, -0.1147], [3.3290, -0.0054, 0.3873], [1.6072, 1.4253, -0.0105], [2.8695, 1.2056, 0.3050], [0.8022, 0.3127, -0.1427], [-3.7490, 0.9506, 0.5919], [-1.9376, -0.9186, 0.3775], [-3.9793, -1.0249, -0.9287], [0.9726, 2.8670, -0.1619], [-3.3017, -0.6649, 0.5685], [2.9622, -2.1712, 0.4719], [0.5053, -1.7140, -0.3130], [4.3807, 0.1267, 0.7816], [-0.1095, 0.5124, -0.5345], [-3.6707, 1.6129, -0.1122], [-4.5212, -0.4511, -1.4407]]}


#ii
{"formula": "C4H6N2O3S2", "method": "ωB97M-V/def2-TZVPD", "lumo_energy_ha": -0.0157, "orbital_gap_ev": 7.91, "homo_energy_ev": -8.3, "symbols": ["C", "C", "C", "C", "N", "N", "O", "O", "O", "S", "S", "H", "H", "H", "H", "H", "H"], "xyz": [[2.8284, 0.1913, -0.2086], [1.7099, 0.6769, -0.8575], [2.5439, -0.9773, 0.5959], [0.4507, -1.1767, -0.1035], [1.3858, -1.5605, 0.7103], [0.5459, 0.0083, -0.8307], [-2.2159, 0.2941, 1.4069], [-1.9783, 0.8050, -0.9244], [-4.1029, 1.0705, 0.0099], [-1.0419, -1.9717, 0.0298], [-2.8148, -0.0022, -0.0910], [3.8314, 0.5729, -0.3630], [1.7183, 1.6237, -1.3804], [3.2315, -1.3051, 1.2699], [-0.3422, 0.5100, -1.0695], [-2.1749, -0.5567, 1.8445], [-3.5749, 1.7975, -0.0387]]}


The least stable of them is #i.


#i
{"formula": "CH3O3", "method": "ωB97M-V/def2-TZVPD", "lumo_energy_ha": [-0.3845, -0.3842], "orbital_gap_ev": [7.60, 7.60], "total_charge": 1, "homo_energy_ev": [-18.1, -18.1], "symbols": ["C", "O", "O", "O", "H", "H", "H"], "xyz": [[-0.8255, 0.0173, -0.0552], [2.5799, -0.0065, -0.0351], [0.3871, 0.5738, -0.0439], [1.4279, -0.4084, -0.0203], [-1.1757, 0.3573, 0.9877], [-0.8734, -1.0726, -0.1859], [-1.5203, 0.5391, -0.6472]]}


#ii
{"formula": "CH3O3", "method": "ωB97M-V/def2-TZVPD", "lumo_energy_ha": -0.1844, "orbital_gap_ev": 12.26, "total_charge": 1, "homo_energy_ev": -17.3, "symbols": ["C", "O", "O", "O", "H", "H", "H"], "xyz": [[-1.1610, 2.2116, -0.0653], [-0.3313, -0.2269, -0.2209], [-1.4227, 3.1950, 0.3639], [0.7786, 0.0287, 0.5270], [-0.7475, 0.9642, -0.3601], [-0.0992, -0.9348, -0.9958], [0.9354, -0.7967, 1.0135]]}


The least stable of them is #i.